Record 1
{"formula": "C4H13N2O", "method": "ωB97M-V/def2-TZVPD", "e_above_lowest_kj_mol": 68.82, "homo_lumo_gap_ha": 0.2496, "lumo_ev": 4.18, "molar_mass_g_mol": 105.16, "e_tot_ha": -344.9346, "charge": -1, "species": ["N", "C", "O", "H", "H", "H", "H", "C", "C", "C", "N", "H", "H", "H", "H", "H", "H", "H", "H", "H"], "coordinates": [[-2.450, 0.735, -2.032], [-1.547, -0.462, -1.919], [-0.977, -0.505, -0.707], [-3.241, 0.585, -2.648], [-2.781, 0.890, -1.086], [-2.142, -1.379, -2.140], [-0.808, -0.356, -2.751], [1.002, -0.579, 1.470], [1.565, 0.658, 0.768], [0.573, 1.805, 0.860], [1.959, -1.687, 1.442], [0.071, -0.827, 0.938], [0.669, -0.320, 2.492], [1.767, 0.389, -0.267], [2.519, 0.907, 1.255], [0.427, 2.157, 1.884], [-0.379, 1.486, 0.431], [0.861, 2.647, 0.219], [1.485, -2.567, 1.585], [2.672, -1.600, 2.151]], "atomic_forces_ev_per_a": [[0.22, 0.36, -0.11], [0.35, 0.09, 0.58], [-0.24, 0.00, -0.34], [-0.14, -0.17, 0.03], [-0.12, -0.08, -0.01], [-0.18, -0.14, -0.19], [-0.06, -0.03, -0.08], [-0.54, 0.32, -0.09], [-0.03, -0.33, 0.73], [-0.15, 0.28, -0.66], [-0.17, -0.15, -0.22], [0.48, -0.27, -0.12], [0.32, 0.10, 0.03], [-0.08, 0.02, -0.05], [0.05, 0.17, -0.15], [0.05, 0.01, 0.01], [-0.03, -0.27, 0.19], [0.24, 0.07, 0.28], [0.00, -0.06, 0.01], [0.04, 0.09, 0.16]]}

=====

Record 2
{"formula": "C4H13N2O", "method": "ωB97M-V/def2-TZVPD", "e_above_lowest_kj_mol": 335.03, "homo_lumo_gap_ha": 0.3974, "lumo_ev": -3.40, "molar_mass_g_mol": 105.16, "e_tot_ha": -344.6392, "charge": 1, "species": ["C", "C", "C", "C", "N", "N", "H", "H", "H", "H", "H", "H", "H", "H", "H", "H", "H", "H", "H", "O"], "coordinates": [[-1.062, 0.096, 1.416], [-0.220, 1.126, 0.782], [-0.241, 1.120, -0.778], [0.484, -0.087, -2.718], [0.568, 0.044, -1.420], [-0.741, -1.372, 1.013], [-2.271, 0.362, 1.254], [-0.913, 0.243, 2.505], [-0.562, 2.089, 1.132], [0.993, 1.041, 1.056], [-1.317, 1.147, -1.085], [0.134, 2.120, -1.113], [-0.154, 0.486, -3.413], [1.091, -0.902, -3.179], [-1.666, -2.098, 0.992], [-0.326, -1.242, 0.053], [-0.093, -1.723, 1.613], [1.779, -0.989, -0.069], [2.546, -0.392, 1.130], [1.972, -1.070, 0.830]], "atomic_forces_ev_per_a": [[-3.56, 0.18, 1.64], [4.29, -0.26, -1.85], [-0.51, 1.40, -0.15], [0.53, -0.71, 1.92], [-1.18, 0.18, -2.05], [-5.57, 0.87, -2.99], [3.31, -1.12, 0.08], [-0.25, -0.83, -0.45], [-0.08, 0.25, 0.10], [-3.53, 0.21, -0.28], [0.68, -0.47, -0.14], [-0.03, -0.83, 0.24], [0.22, 0.11, 0.57], [-0.46, 0.73, 0.40], [3.23, 2.77, 0.00], [-0.29, -0.84, 0.81], [2.80, -1.43, 2.02], [-0.06, 0.82, -2.58], [0.93, 0.82, 0.01], [-0.49, -1.85, 2.69]]}

=====

Record 3
{"formula": "C4H13N2O", "method": "ωB97M-V/def2-TZVPD", "e_above_lowest_kj_mol": 465.72, "homo_lumo_gap_ha": 0.2617, "lumo_ev": -7.02, "molar_mass_g_mol": 105.16, "e_tot_ha": -344.5895, "charge": 1, "species": ["N", "C", "C", "C", "O", "C", "N", "H", "H", "H", "H", "H", "H", "H", "H", "H", "H", "H", "H", "H"], "coordinates": [[-2.635, -1.533, 0.290], [-0.513, 0.743, -0.211], [0.090, 0.006, 0.875], [1.532, 0.501, 1.211], [1.901, -0.281, 2.301], [0.183, 0.965, -1.446], [0.968, -0.101, -2.034], [-3.627, -1.346, 0.206], [-2.426, -2.259, -0.386], [-2.121, -0.688, 0.091], [-1.260, 1.473, 0.098], [0.127, -1.067, 0.618], [-0.481, 0.021, 1.799], [1.458, 1.568, 1.447], [2.228, 0.397, 0.383], [2.861, -0.289, 2.405], [-0.442, 1.381, -2.238], [0.785, 1.848, -1.096], [0.912, -0.933, -1.448], [0.461, -0.407, -2.866]], "atomic_forces_ev_per_a": [[-0.17, -0.33, 0.14], [1.35, 1.65, 1.35], [-0.64, -1.26, 0.05], [0.21, 0.11, 0.00], [0.04, 0.03, 0.16], [-0.83, -1.24, -1.60], [-0.57, -0.36, 0.40], [-0.01, 0.15, 0.08], [0.20, 0.14, -0.05], [-0.21, -0.03, -0.22], [-0.34, -0.04, -0.42], [0.43, 0.07, -0.10], [-0.17, 0.29, -0.03], [0.03, 0.01, 0.19], [-0.10, -0.16, -0.36], [-0.07, 0.03, 0.00], [-0.16, 0.43, 0.24], [0.02, 0.06, 0.22], [0.52, 0.15, 0.11], [0.46, 0.29, -0.14]]}

=====

Record 4
{"formula": "C4H13N2O", "method": "ωB97M-V/def2-TZVPD", "e_above_lowest_kj_mol": 180.15, "homo_lumo_gap_ha": 0.3666, "lumo_ev": -3.03, "molar_mass_g_mol": 105.16, "e_tot_ha": -344.6982, "charge": 1, "species": ["C", "O", "C", "H", "H", "H", "H", "H", "H", "C", "C", "N", "N", "H", "H", "H", "H", "H", "H", "H"], "coordinates": [[-2.368, 0.353, 0.396], [-1.276, 0.120, 1.316], [-2.205, -0.456, -0.869], [-3.303, 0.123, 0.901], [-2.353, 1.420, 0.186], [-1.215, -0.838, 1.447], [-2.105, -1.518, -0.637], [-3.066, -0.341, -1.518], [-1.318, -0.156, -1.424], [1.840, 0.597, -0.274], [1.985, -0.630, 0.208], [2.967, -1.510, -0.152], [0.831, 1.502, 0.285], [2.417, 0.966, -1.103], [1.350, -0.983, 1.009], [2.727, -2.479, -0.009], [3.394, -1.383, -1.059], [0.445, 2.121, -0.426], [1.233, 2.108, 1.005], [0.021, 0.985, 0.720]], "atomic_forces_ev_per_a": [[-0.07, -0.12, -0.04], [0.09, -0.13, -0.19], [0.14, -0.08, 0.06], [-0.06, 0.02, 0.04], [-0.05, 0.11, 0.06], [-0.01, 0.22, 0.13], [-0.07, -0.05, 0.01], [-0.14, 0.05, -0.08], [0.07, 0.03, -0.06], [-0.13, 0.06, -0.43], [0.28, -0.34, 0.26], [-0.44, -0.26, -0.33], [0.12, 0.32, 0.17], [0.03, 0.31, 0.03], [-0.07, 0.02, 0.14], [0.14, -0.03, 0.16], [0.12, 0.18, 0.10], [0.03, -0.05, -0.10], [-0.02, 0.03, 0.00], [0.03, -0.28, 0.08]]}

=====

Record 5
{"formula": "C4H13N2O", "method": "ωB97M-V/def2-TZVPD", "e_above_lowest_kj_mol": 262.38, "homo_lumo_gap_ha": 0.3950, "lumo_ev": -3.28, "molar_mass_g_mol": 105.16, "e_tot_ha": -344.6669, "charge": 1, "species": ["C", "C", "C", "C", "N", "N", "H", "H", "H", "H", "H", "H", "H", "H", "H", "H", "H", "H", "H", "O"], "coordinates": [[-1.110, -1.278, -2.091], [0.222, -0.580, -2.125], [0.592, -0.013, -0.739], [0.025, 0.969, -0.041], [0.521, 1.157, 1.338], [1.971, -0.425, -0.242], [-1.797, -0.794, -1.396], [-0.902, -2.241, -1.613], [-1.583, -1.670, -2.994], [1.051, -1.289, -2.229], [0.311, 0.253, -2.825], [-0.982, 1.334, -0.227], [0.829, 2.124, 1.245], [-0.200, 0.980, 2.031], [1.867, -1.083, 0.530], [2.649, -0.661, -0.959], [2.253, 0.445, 0.215], [-1.858, 0.456, 3.973], [-2.729, 0.178, 2.718], [-1.806, 0.309, 3.004]], "atomic_forces_ev_per_a": [[-0.21, -1.73, 1.01], [1.16, 0.72, 1.22], [0.05, 0.74, -1.67], [-0.70, -2.34, 2.35], [1.06, 0.86, -2.66], [-1.33, 1.28, 0.67], [-0.25, 0.18, -0.55], [-0.09, -0.01, 0.39], [0.16, 1.05, -0.34], [-0.37, -0.06, -1.10], [0.01, -0.29, -0.23], [0.27, 0.10, -0.62], [-0.21, 0.14, 1.47], [-0.27, 0.39, -0.02], [0.36, -0.44, -0.21], [-0.14, -0.44, -0.10], [0.46, -0.15, 0.39], [0.00, -0.15, -0.84], [0.56, 0.09, 0.23], [-0.53, 0.07, 0.61]]}

=====

Record 6
{"formula": "C4H13N2O", "method": "ωB97M-V/def2-TZVPD", "e_above_lowest_kj_mol": 369.36, "homo_lumo_gap_ha": 0.4336, "lumo_ev": -2.73, "molar_mass_g_mol": 105.16, "e_tot_ha": -344.6262, "charge": 1, "smiles": "CO[C@H](N)[NH+](C)C", "species": ["C", "O", "C", "N", "N", "C", "C", "H", "H", "H", "H", "H", "H", "H", "H", "H", "H", "H", "H", "H"], "coordinates": [[0.022, -2.547, 0.433], [0.012, -1.567, -0.496], [-0.627, -0.280, -0.372], [-1.267, 0.290, -1.707], [0.516, 0.823, -0.157], [1.358, 0.515, 1.049], [-0.083, 2.177, -0.087], [0.412, -2.041, 1.366], [0.640, -3.299, -0.013], [-0.857, -3.008, 0.815], [-1.307, -0.341, 0.599], [-2.260, 0.178, -1.509], [-1.035, -0.385, -2.479], [1.134, 0.793, -0.983], [0.702, 0.928, 1.841], [1.345, -0.589, 1.083], [2.315, 0.941, 0.985], [-0.588, 2.239, 0.914], [0.451, 2.969, -0.509], [-0.884, 2.206, -0.773]], "atomic_forces_ev_per_a": [[1.14, 0.31, 3.59], [-1.44, 4.57, -3.78], [-0.06, -0.69, -0.57], [0.92, -2.93, 2.40], [0.32, -0.43, -0.45], [-3.08, -1.20, 0.17], [-2.21, -1.25, 1.46], [0.32, -1.47, -0.45], [0.61, -0.51, 0.38], [-1.58, -0.15, -0.58], [1.16, 0.85, -2.16], [-0.11, 0.14, -0.52], [-0.25, 0.66, 1.08], [-0.57, -0.34, 0.08], [1.11, -0.40, 0.15], [0.73, 0.86, 0.31], [1.15, 0.62, 0.00], [1.08, 0.68, -0.80], [1.90, 1.12, 0.48], [-1.15, -0.46, -0.78]]}

=====

Record 7
{"formula": "C4H13N2O", "method": "ωB97M-V/def2-TZVPD", "e_above_lowest_kj_mol": 144.58, "homo_lumo_gap_ha": 0.4185, "lumo_ev": -2.76, "molar_mass_g_mol": 105.16, "e_tot_ha": -344.7118, "charge": 1, "species": ["C", "C", "C", "C", "N", "N", "O", "H", "H", "H", "H", "H", "H", "H", "H", "H", "H", "H", "H", "H"], "coordinates": [[1.391, -1.746, 0.034], [1.999, 1.159, 0.034], [-0.395, 1.517, 0.348], [0.363, -0.734, 0.131], [-0.897, -1.151, -0.064], [0.667, 0.532, 0.136], [-3.217, 0.056, -0.375], [2.162, -1.569, -0.715], [1.021, -2.758, -0.157], [1.783, -1.718, 1.155], [1.945, 2.075, -0.499], [2.358, 1.373, 0.998], [2.866, 0.710, -0.499], [0.067, 2.241, 0.831], [-0.821, 1.832, -0.587], [-1.198, 1.035, 0.977], [-1.757, -0.613, -0.234], [-0.942, -2.168, -0.159], [-3.442, 0.503, -1.159], [-3.953, -0.578, -0.197]], "atomic_forces_ev_per_a": [[1.62, -1.18, 2.98], [0.88, -0.94, -0.63], [-2.40, -4.26, -0.99], [-1.50, 0.03, -2.89], [1.17, -1.10, 0.64], [0.32, 0.71, -0.06], [-0.75, -1.52, 1.70], [0.12, 0.40, 0.37], [-0.17, 0.34, 0.19], [0.08, -0.48, -2.38], [-0.76, 0.98, -0.37], [0.40, 0.35, 1.42], [-1.17, -0.91, 0.26], [1.50, 3.80, 2.27], [-0.15, 0.30, -0.42], [0.84, 0.81, -0.59], [0.22, 0.16, 0.23], [-0.38, 0.73, 0.11], [-0.60, 0.96, -1.64], [0.74, 0.81, -0.19]]}

=====

Record 8
{"formula": "C4H13N2O", "method": "ωB97M-V/def2-TZVPD", "e_above_lowest_kj_mol": 122.87, "homo_lumo_gap_ha": 0.4172, "lumo_ev": -3.57, "molar_mass_g_mol": 105.16, "e_tot_ha": -344.7200, "charge": 1, "species": ["C", "C", "C", "N", "C", "N", "H", "H", "H", "H", "H", "H", "H", "H", "H", "H", "H", "H", "H", "O"], "coordinates": [[0.976, 1.672, 1.345], [1.334, 0.593, 0.313], [0.368, 0.544, -0.892], [-1.534, -1.077, 0.442], [-1.787, 0.191, 0.132], [-0.989, 0.967, -0.559], [0.368, 1.365, 2.184], [1.909, 2.022, 1.778], [0.700, 2.580, 0.816], [1.428, -0.384, 0.775], [2.308, 0.879, -0.070], [0.304, -0.450, -1.337], [0.787, 1.130, -1.710], [-0.906, -1.634, -0.121], [-2.028, -1.399, 1.260], [-2.799, 0.505, 0.366], [-1.139, 1.942, -0.314], [0.850, -3.151, -0.969], [-0.116, -3.359, -2.151], [-0.033, -2.935, -1.289]], "atomic_forces_ev_per_a": [[1.40, 0.17, -0.44], [-0.31, 0.32, 0.08], [0.69, -0.39, -0.19], [-0.41, 1.47, -0.19], [-0.06, -1.27, -0.30], [-0.26, 0.15, 0.62], [-0.62, 0.10, -0.16], [0.20, -0.26, 0.38], [-0.83, 0.14, 0.18], [0.03, -0.12, 0.12], [0.15, -0.31, -0.20], [-0.04, -0.06, 0.20], [-0.50, 0.47, 0.13], [0.45, -0.56, 0.28], [-0.20, -0.76, -0.47], [0.36, 0.77, 0.64], [-0.09, 0.04, -0.81], [-0.01, -0.16, -0.11], [-0.03, 0.01, 0.07], [0.09, 0.24, 0.17]]}